No. 1
C26H32ClO4V as an isolated structure, computed with wB97M-V/def2-TZVPD.

Geometry as XYZ:
```
64
Properties=species:S:1:pos:R:3:forces:R:3:lowdin_charge:R:1
V 0.00337 -0.11809 0.22385 1.274 -0.581 0.466 0.97
Cl 4.91981 -5.78040 2.60273 0.321 -0.426 -0.047 0.72
O -1.82737 6.00168 1.21138 -0.631 2.072 0.180 -0.21
O 0.87516 -0.41190 1.87768 -0.699 0.694 -0.204 -0.16
O 1.80626 -0.03356 3.90530 -0.685 -0.332 -1.672 0.10
O -0.79595 2.70166 -0.12955 -0.693 -1.053 0.889 -0.13
C 0.72473 0.83676 -1.86739 0.640 -0.363 0.608 -0.10
C 0.84154 -0.58963 -1.88964 0.628 0.583 0.530 -0.11
C -1.27358 -1.84552 1.16008 -0.621 0.126 -0.924 -0.09
C -2.39012 -0.02378 0.28116 0.319 -0.860 -0.409 -0.10
C -1.88299 -0.79606 -0.81661 -0.352 0.040 0.858 -0.14
C 1.65647 -0.72096 2.90441 0.894 -0.087 1.440 -0.50
C 3.99349 -4.35192 2.67203 -0.741 1.071 0.101 -0.68
C -1.98864 -0.65426 1.49700 0.185 -0.253 -0.869 -0.05
C 2.89736 -4.19513 1.80723 -0.002 0.390 0.276 -0.09
C -1.85048 3.19995 0.77721 0.760 0.155 0.712 -0.10
C -0.69191 4.28575 -1.88671 -0.117 -0.121 -0.381 0.00
C -1.54150 3.20182 -1.26219 -0.865 0.863 -0.029 -0.57
C 2.11468 -3.03612 1.88785 0.414 -0.063 0.072 -0.04
C -2.63467 3.80309 -0.36848 0.444 0.477 -0.574 -0.08
C -2.75892 7.89551 2.47447 -0.177 -0.282 -0.147 -0.14
C -3.05653 8.13206 0.98155 0.357 -0.248 0.013 -0.16
C 1.81202 -0.96579 -0.89904 -0.113 0.739 -0.305 -0.10
C -1.20160 -1.93972 -0.26920 -0.355 0.255 0.743 -0.13
C -2.65571 6.81710 0.31759 -0.306 -0.567 -0.044 -0.20
C 2.28264 0.23302 -0.26649 -0.524 -0.124 -0.940 -0.07
C 4.32187 -3.34604 3.59629 -0.625 0.276 -0.378 -0.07
C 3.53697 -2.18287 3.64910 0.134 -0.505 -0.174 0.00
C 2.42742 -2.02353 2.80641 0.060 -0.115 -0.428 -0.13
C -1.87456 6.60770 2.52422 -0.026 0.503 0.420 -0.17
C -2.26214 2.26374 -2.19477 0.592 -0.399 -0.513 -0.02
C 1.57471 1.33909 -0.82764 0.163 -0.861 -0.565 -0.07
H -4.12461 8.26873 0.78786 0.236 0.301 0.136 0.11
H 0.36872 -1.26386 -2.59958 0.079 0.219 0.258 0.14
H -1.31281 4.82904 -2.60342 0.214 0.081 -0.113 0.10
H -1.44001 3.93481 1.48471 -0.152 -0.566 -0.226 0.12
H 5.17572 -3.46268 4.25904 -0.171 -0.025 -0.172 0.11
H -2.25013 -0.32503 2.50134 0.307 -0.021 -0.306 0.14
H -2.12590 6.95970 -0.64115 -0.129 -0.132 0.420 0.12
H -3.64201 3.41045 -0.51849 0.108 0.225 -0.014 0.13
H -2.68582 2.92570 -2.96844 -0.020 -0.512 0.158 0.12
H -3.58665 6.23860 0.13502 0.512 0.361 -0.048 0.12
H -1.60168 1.52439 -2.65245 -0.404 0.091 -0.252 0.05
H 3.11899 0.30572 0.42457 -0.550 -0.110 0.150 0.14
H -2.22988 8.75251 2.89861 -0.121 -0.202 0.060 0.11
H -2.07688 -0.61244 -1.86814 0.109 0.007 0.293 0.12
H 2.66644 -4.96409 1.07214 0.066 0.100 0.256 0.11
H -2.56213 4.87757 -0.55669 -0.555 -0.698 0.833 0.07
H 2.23600 -1.95847 -0.78306 -0.302 0.201 0.256 0.13
H 1.26813 -2.90878 1.20996 0.276 -0.104 0.232 0.08
H -3.71458 7.77852 3.00741 0.482 -0.112 0.025 0.11
H 0.16717 3.84912 -2.41097 -0.017 0.255 0.066 0.09
H 0.25103 1.43407 -2.64143 -0.158 -0.177 0.621 0.11
H -0.80494 -2.77948 -0.83452 0.012 0.310 0.190 0.14
H -2.31263 2.34567 1.29402 0.022 0.479 -0.034 0.10
H -0.36145 4.98914 -1.10293 -0.017 -0.377 -0.348 0.11
H -2.28802 5.88786 3.25561 0.252 0.179 -0.392 0.12
H -2.50511 8.99338 0.58820 -0.097 -0.252 0.048 0.11
H 3.78503 -1.37798 4.33682 -0.071 -0.218 -0.087 0.13
H -3.10023 0.79603 0.19375 0.621 -0.077 0.064 0.11
H -0.93731 -2.61203 1.85249 0.217 0.427 -0.109 0.13
H -3.07848 1.75713 -1.66261 0.278 0.059 -0.408 0.08
H -0.85140 6.89084 2.84347 -0.425 -0.367 -0.264 0.12
H 1.74095 2.38343 -0.57506 -0.255 -0.344 0.000 0.13
```
Positions in Å, forces in eV/Å.

Output
Lowest unoccupied orbital energy (spin up / spin down) = -4.6 / -4.0 eV
Charge = +1
2S+1 = 2
Frontier orbital gap (spin up / spin down) = 6.87 / 7.44 eV

---

No. 2
C8H5Cl2GdNO3SY as an isolated structure, computed with wB97M-V/def2-TZVPD.

Geometry as XYZ:
```
22
Properties=species:S:1:pos:R:3:forces:R:3:lowdin_charge:R:1
Gd 0.44753 -0.73814 0.26041 0.304 -2.578 -3.950 1.35
Y 0.01613 0.64020 -4.65300 2.913 0.102 1.789 1.14
Cl 0.91569 2.59195 -3.48976 -0.541 -0.974 -0.529 0.04
Cl -0.48587 -0.76807 -2.28714 0.246 0.269 -0.340 -0.08
S 0.96533 1.77846 0.17735 -0.103 0.271 0.032 0.80
O -3.07660 -0.78698 -5.74570 5.127 1.844 1.419 0.25
O -2.74850 -2.68459 0.78335 4.110 3.055 -0.861 0.21
O -2.51018 2.67357 -5.91534 4.524 -2.943 2.401 0.27
N 2.22561 0.51096 2.19444 -1.243 -0.292 0.820 0.10
C -1.62985 2.07142 -5.45722 -5.748 4.819 -3.097 -0.05
C 2.33904 -0.48611 3.15276 -0.028 1.401 -1.273 0.09
C -2.02737 -0.40120 -5.44336 -6.481 -3.093 -1.850 -0.02
C -0.19667 0.42386 2.27399 0.676 0.381 1.299 -0.21
C -0.10084 -0.73915 3.07306 0.466 1.376 1.403 -0.02
C 0.99260 0.99236 1.71663 0.911 0.623 2.514 -0.80
C 1.18026 -1.12718 3.55799 -0.801 -0.747 -0.084 0.06
C -1.82700 -2.01240 0.60367 -4.633 -3.283 0.963 0.00
H -1.01694 -1.20108 3.48800 0.591 0.111 -0.331 0.17
H -1.15990 0.90752 2.06210 0.262 -0.243 -0.207 0.17
H 3.36071 -0.71739 3.47665 -0.397 0.034 0.112 0.19
H 1.26311 -1.93131 4.29046 -0.019 0.051 -0.192 0.17
H 3.07372 1.00330 1.88066 -0.137 -0.185 -0.039 0.20
```
Positions in Å, forces in eV/Å.

Output
Lowest unoccupied orbital energy (spin up / spin down) = -15.5 / -17.2 eV
Charge = +4
2S+1 = 8
Frontier orbital gap (spin up / spin down) = 7.92 / 6.22 eV

---

The records above give, respectively, E values of -2714.7753 -2709.2974 hartree.
The records above give, respectively, strongest force on any atom values of 0.0423 0.1578 hartree/bohr.
The records above give, respectively, relative energy (zero: lowest compared OMol25 entry of this formula, charge and spin) values of 15.8 0.0 kcal/mol.